# 1
ORCA calculation (wB97M-V/def2-TZVPD) on a 2-piece molecular cluster, C5H15NO overall.

Last column: Löwdin charge in e.
Element x y z (Å)
1 C 0.8407 -1.2054 -2.8679  -0.11
2 C 1.0082 -0.5408 -1.4915  -0.26
3 C -0.2904 -0.0496 -0.9029  -0.27
4 N -0.1690 0.4486 0.4616  -0.11
5 C -0.5557 -0.5312 1.4905  -0.29
6 C 0.1446 -0.2094 2.7961  -0.10
7 H 1.7013 -1.8422 -3.0711  0.07
8 H -0.1019 -1.7294 -2.9354  0.06
9 H 0.8314 -0.4410 -3.6568  0.07
10 H 1.6702 0.3200 -1.6284  0.11
11 H 1.4604 -1.2517 -0.7995  0.10
12 H -0.7060 0.7421 -1.5253  0.11
13 H -1.1076 -0.7886 -0.9297  0.12
14 H 0.7932 0.6891 0.6685  0.10
15 H -0.3158 -1.5440 1.1446  0.11
16 H -1.6340 -0.5038 1.6417  0.11
17 H -0.1937 -0.8602 3.5904  0.07
18 H -0.0918 0.8247 3.0587  0.08
19 H 1.2243 -0.3599 2.6802  0.07
20 O -1.8889 2.8634 0.7658  -0.09
21 H -1.4578 3.6576 1.0942  0.02
22 H -1.1615 2.3119 0.4162  0.00

## Properties
Lowest unoccupied orbital energy, eV: 1.0
Relative energy (zero: lowest compared OMol25 entry of this formula, charge and spin), kcal per mole: 14.7
Net charge: 0
SMILES string: CCCNCC.O

***

# 2
ORCA calculation (wB97M-V/def2-TZVPD) on a 5-piece molecular cluster, C3H15NO4 overall in a non-equilibrium geometry.

Last column: Löwdin charge in e.
Element x y z (Å)
1 C -2.3622 2.8578 -2.1050  0.00
2 C -1.6238 1.7621 -1.9520  -0.17
3 C -0.1535 1.8798 -1.6719  -0.31
4 N 0.2493 1.9419 -0.2561  -0.01
5 H -3.4349 2.9064 -2.1529  0.05
6 H -1.8350 3.8042 -2.0378  0.06
7 H -2.0484 0.7751 -2.1037  0.09
8 H 0.4393 1.1305 -2.1966  0.07
9 H 0.3118 2.7883 -2.0765  0.11
10 H -0.0782 1.0982 0.2095  0.06
11 H -0.2244 2.7090 0.2043  0.06
12 O 2.1412 -3.8706 -1.0385  -0.07
13 H 1.9116 -3.9936 -0.1113  0.02
14 H 1.5807 -3.1221 -1.2880  0.00
15 O 1.8209 -3.2021 4.0856  -0.06
16 H 2.3775 -3.3096 3.3160  0.02
17 H 2.3338 -3.0489 4.8803  0.03
18 O -2.4536 -0.1365 3.7918  -0.06
19 H -1.8013 0.0937 4.4615  0.03
20 H -2.4812 -1.0952 3.7907  0.03
21 O 1.9137 -1.0039 -1.8938  -0.05
22 H 1.7294 -0.4217 -1.1501  0.03
23 H 1.6874 -0.5426 -2.7053  0.04

## Properties
Lowest unoccupied orbital energy, eV: 0.4
Relative energy (zero: lowest compared OMol25 entry of this formula, charge and spin), kcal per mole: 43.4
Net charge: 0
SMILES string: C=CCN.O.O.O.O

***

# 3
ORCA calculation (wB97M-V/def2-TZVPD) on C39H43AsF6HfN3O7PS3 as an isolated structure in a non-equilibrium geometry.

Last column: Löwdin charge in e.
Element x y z (Å)
1 Hf 1.3736 1.1534 -1.1006  1.70
2 F 2.7855 2.0571 1.4365  0.10
3 C 2.9772 3.3887 1.4985  -0.65
4 F 2.5830 3.8209 2.6703  0.20
5 F 4.2419 3.6621 1.2919  0.20
6 S 1.8965 4.2069 0.1865  0.71
7 O 0.9603 3.0932 -0.1624  -0.46
8 O 1.3177 5.3618 0.7450  -0.17
9 N 2.8116 4.5202 -1.0721  -0.25
10 S 3.0297 3.2989 -2.0096  0.70
11 O 1.8908 2.8874 -2.8224  -0.31
12 O 3.4122 2.0862 -1.2300  -0.37
13 C 4.4639 3.8280 -3.0842  -0.69
14 F 5.4234 4.2519 -2.3046  0.21
15 F 4.0295 4.7743 -3.8812  0.21
16 F 4.8259 2.7611 -3.7625  0.20
17 C -3.3827 -0.1127 -4.3468  -0.10
18 C -3.0842 1.3265 -4.7430  -0.27
19 C -1.7618 1.8269 -4.1709  -0.30
20 S -1.8517 1.9922 -2.3708  1.09
21 O -0.5098 1.3925 -1.8596  -0.67
22 C -1.6444 3.7660 -2.1598  -0.32
23 C -2.9267 4.4938 -2.5715  -0.27
24 C -4.0714 4.2895 -1.5883  -0.09
25 H -4.2766 -0.4761 -4.8511  0.09
26 H -3.5570 -0.2083 -3.2713  0.06
27 H -2.5498 -0.7641 -4.6208  0.08
28 H -3.9050 1.9870 -4.4504  0.11
29 H -3.0050 1.4095 -5.8284  0.13
30 H -1.4486 2.7878 -4.5807  0.11
31 H -0.9602 1.1008 -4.3269  0.07
32 H -0.7740 4.0729 -2.7416  0.10
33 H -1.4397 3.8993 -1.0962  0.09
34 H -3.2176 4.1970 -3.5834  0.10
35 H -2.6758 5.5531 -2.6441  0.13
36 H -4.3511 3.2380 -1.4925  0.07
37 H -4.9544 4.8375 -1.9129  0.09
38 H -3.7994 4.6546 -0.5965  0.08
39 C 0.6382 -0.7664 2.3107  -0.39
40 C 0.6770 0.2881 3.4077  -0.42
41 As 0.9920 -0.4763 5.2254  1.32
42 C 2.3388 -1.7790 4.6564  -0.42
43 C 3.6693 -1.4104 4.8393  -0.13
44 C 4.7003 -2.2375 4.4125  -0.08
45 C 4.4089 -3.4513 3.8090  -0.08
46 C 3.0854 -3.8350 3.6350  -0.08
47 C 2.0569 -3.0031 4.0530  -0.14
48 C -0.5837 -1.6276 5.3051  -0.43
49 C -0.5585 -2.7701 6.1011  -0.12
50 C -1.6957 -3.5487 6.2579  -0.07
51 C -2.8801 -3.1890 5.6302  -0.07
52 C -2.9218 -2.0412 4.8532  -0.08
53 C -1.7824 -1.2643 4.6956  -0.13
54 P -0.1163 -0.2113 0.7457  1.02
55 C -0.3664 -1.7160 -0.2396  -0.36
56 C 0.4104 -2.8509 -0.0090  -0.08
57 C 0.2670 -3.9678 -0.8207  -0.06
58 C -0.6447 -3.9608 -1.8661  -0.06
59 C -1.4231 -2.8335 -2.1000  -0.06
60 C -1.2843 -1.7163 -1.2929  -0.10
61 C -1.7482 0.4513 1.1298  -0.37
62 C -1.8935 1.8259 1.3166  -0.11
63 C -3.1218 2.3515 1.6885  -0.06
64 C -4.2113 1.5086 1.8620  -0.05
65 C -4.0724 0.1400 1.6699  -0.05
66 C -2.8438 -0.3926 1.3099  -0.08
67 H 0.0509 -1.6327 2.6335  0.08
68 H 1.6456 -1.1227 2.0858  0.08
69 H -0.2444 0.8707 3.4616  0.04
70 H 1.4936 0.9944 3.2532  0.04
71 H 3.9085 -0.4769 5.3374  0.09
72 H 5.7293 -1.9419 4.5715  0.11
73 H 5.2102 -4.1074 3.4943  0.11
74 H 2.8541 -4.7948 3.1893  0.11
75 H 1.0286 -3.3232 3.9282  0.10
76 H 0.3553 -3.0624 6.6067  0.11
77 H -1.6576 -4.4342 6.8789  0.11
78 H -3.7687 -3.7927 5.7598  0.11
79 H -3.8483 -1.7401 4.3790  0.10
80 H -1.8507 -0.3591 4.1002  0.08
81 H 1.1290 -2.8785 0.8009  0.11
82 H 0.8618 -4.8503 -0.6236  0.12
83 H -0.7660 -4.8397 -2.4861  0.12
84 H -2.1511 -2.8314 -2.9012  0.11
85 H -1.9131 -0.8516 -1.4655  0.08
86 H -1.0444 2.4877 1.1902  0.09
87 H -3.2260 3.4161 1.8540  0.11
88 H -5.1699 1.9179 2.1526  0.12
89 H -4.9207 -0.5174 1.8089  0.12
90 H -2.7427 -1.4626 1.1760  0.12
91 C 1.6020 -2.7483 -5.4220  0.02
92 N 1.9820 -2.1687 -4.1300  -0.02
93 C 2.8314 -2.7941 -3.2904  0.01
94 C 3.1588 -2.3066 -2.0591  0.04
95 C 2.5540 -1.0900 -1.7170  -0.47
96 O 2.6447 -0.4760 -0.5780  -0.15
97 N 1.7668 -0.4221 -2.5876  0.07
98 C 1.3754 -0.9522 -3.7931  -0.47
99 O 0.5698 -0.4251 -4.5273  0.09
100 H 2.2403 -3.6026 -5.6261  0.10
101 H 1.7254 -1.9997 -6.1994  0.11
102 H 0.5597 -3.0594 -5.3941  0.10
103 H 3.2361 -3.7288 -3.6555  0.15
104 H 3.8184 -2.8258 -1.3835  0.13

## Properties
Lowest unoccupied orbital energy, eV: -5.9
Relative energy (zero: lowest compared OMol25 entry of this formula, charge and spin), kcal per mole: 1.2
Net charge: +2

***

# 4
ORCA calculation (wB97M-V/def2-TZVPD) on a 2-piece molecular cluster, C3H10N2O overall in a non-equilibrium geometry.

Last column: Löwdin charge in e.
Element x y z (Å)
1 C -0.5111 -1.3908 -1.4097  -0.03
2 C -0.4446 -0.1136 -1.8983  -0.24
3 N -1.2059 0.9934 -1.3809  0.04
4 H 0.1911 -2.0061 -1.8688  0.03
5 H -1.1897 -1.6240 -0.6393  0.05
6 H 0.2079 0.0446 -2.7817  0.11
7 H -1.6027 0.8245 -0.4359  0.08
8 H -1.7478 1.5372 -1.9841  0.05
9 N 1.9440 0.1704 1.1967  -0.01
10 C 0.6694 0.1587 2.0606  -0.29
11 O -0.4725 0.0462 1.1928  -0.17
12 H 2.0289 1.1400 0.7913  0.07
13 H 1.4970 -0.3254 0.3394  0.06
14 H 0.6266 -0.7175 2.7217  0.10
15 H 0.4594 1.1314 2.6877  0.14
16 H -0.1397 -0.4459 0.4017  0.00

## Properties
Lowest unoccupied orbital energy, eV: 1.1
Relative energy (zero: lowest compared OMol25 entry of this formula, charge and spin), kcal per mole: 60.4
Net charge: 0
SMILES string: C=CN.NCO